No. 1
Density functional theory data (wB97M-V/def2-TZVPD) for 2 unconnected molecules or ions with the total composition C9H23N3O6P in a non-equilibrium geometry.

Last column: Löwdin charge in e.
Atoms and positions in Å:
1 C -2.992 -0.642 -0.878  -0.028
2 C -2.150 -0.760 -2.138  -0.387
3 O -2.591 -1.820 -2.952  -0.001
4 C -0.642 -0.976 -1.740  -0.090
5 O -0.228 -2.333 -1.989  -0.035
6 N 0.348 -2.893 -0.873  0.089
7 C -0.345 -3.456 0.106  -0.319
8 N -1.478 -4.186 -0.036  0.151
9 C -1.953 -4.441 1.358  -0.107
10 C -1.196 -3.416 2.188  -0.107
11 N 0.066 -3.342 1.395  0.130
12 H -2.806 0.303 -0.382  0.090
13 H -4.040 -0.734 -1.144  0.095
14 H -2.734 -1.471 -0.214  0.059
15 H -2.169 0.157 -2.716  0.148
16 H -2.966 -2.500 -2.397  0.077
17 H -0.032 -0.283 -2.310  0.128
18 H -0.534 -0.705 -0.694  0.117
19 H 1.356 -2.879 -0.814  0.188
20 H -2.206 -3.640 -0.492  0.135
21 H -1.695 -5.448 1.660  0.129
22 H -3.016 -4.304 1.508  0.130
23 H -0.948 -3.751 3.186  0.128
24 H -1.714 -2.463 2.251  0.125
25 H 0.560 -2.462 1.468  0.154
26 C 3.567 4.621 1.914  -0.092
27 O 2.560 3.607 1.724  -0.247
28 P 2.048 3.292 0.193  0.544
29 O 1.579 4.662 -0.181  -0.249
30 O 0.937 2.255 0.736  -0.273
31 C -0.054 2.760 1.636  -0.102
32 O 1.964 2.573 -1.292  -0.248
33 C 3.049 2.817 -2.213  -0.104
34 H 4.002 4.465 2.898  0.088
35 H 4.355 4.555 1.167  0.083
36 H 3.101 5.602 1.865  0.091
37 H -0.223 3.824 1.474  0.090
38 H 0.250 2.589 2.668  0.086
39 H -0.976 2.215 1.439  0.076
40 H 4.008 2.512 -1.796  0.082
41 H 3.079 3.873 -2.481  0.089
42 H 2.854 2.224 -3.102  0.084

The charge is +1. Its multiplicity is 1. For the largest force on an atom, the calculation gives 6.783 eV Å⁻¹. For the total energy, the calculation gives -1313.45159 hartree. Its HOMO-LUMO gap is 0.295 Ha.

No. 2
Density functional theory data (wB97M-V/def2-TZVPD) for a molecular structure, C3H3FO3Sm in a non-equilibrium geometry.

Last column: Mulliken spin population.
Atoms and positions in Å:
1 C 1.344 0.092 -0.051  -0.001
2 C 0.621 0.963 0.892  0.000
3 F 1.911 -0.987 0.536  0.000
4 H 1.798 0.445 -0.979  0.000
5 H 0.248 1.876 0.422  0.000
6 H 0.981 0.955 1.922  0.000
7 O -0.927 -0.065 1.150  0.000
8 C -1.229 -0.622 0.057  -0.010
9 O -2.402 -0.794 -0.389  -0.008
10 O -0.300 -0.569 -0.919  0.007
11 Sm -2.043 -1.293 -2.642  6.011

The charge is +2. Its energy above the lowest of the compared OMol25 structures with the same formula, charge and spin is 0.0 kcal per mole. Its multiplicity is 7. For the largest force on an atom, the calculation gives 4.229 eV Å⁻¹. For the total energy, the calculation gives -1098.95264 hartree. Its HOMO-LUMO gap (spin up / spin down) is 0.271 / 0.357 Ha.

No. 3
Density functional theory data (wB97M-V/def2-TZVPD) for a gas-phase ion, C16H21BBr2N5OS (charge +1) in a non-equilibrium geometry.

Last column: Löwdin charge in e.
Atoms and positions in Å:
1 C 2.121 1.702 -3.322  -0.031
2 C 1.901 0.253 -3.618  -0.423
3 N 2.775 -0.383 -4.261  0.178
4 C 0.586 -0.382 -3.157  -0.051
5 N 0.265 -0.025 -1.780  0.015
6 C 0.785 -0.667 -0.660  -0.196
7 C 1.717 -1.791 -0.743  -0.714
8 Br 3.535 -1.285 -0.736  0.822
9 C 1.292 -3.047 -0.825  -0.772
10 C -0.136 -3.465 -0.878  -0.111
11 Br 2.516 -4.475 -0.891  0.818
12 C 0.274 -0.029 0.443  -0.082
13 C 0.546 -0.252 1.866  -0.153
14 C 0.874 0.820 2.700  0.010
15 C 1.137 0.522 4.025  -0.023
16 C 1.063 -0.799 4.450  -0.110
17 N 0.724 -1.835 3.682  0.106
18 C 0.476 -1.529 2.412  -0.078
19 N -0.573 0.977 -0.016  0.158
20 B -1.409 1.937 0.860  -0.655
21 O -0.962 3.213 0.921  0.217
22 N -2.588 1.543 1.548  -0.049
23 C -2.724 0.102 1.824  -0.052
24 C -3.807 2.027 0.853  -0.046
25 C -0.543 0.945 -1.353  -0.567
26 S -1.492 2.032 -2.360  0.946
27 H 3.134 1.975 -3.579  0.091
28 H 1.992 1.880 -2.252  0.073
29 H 1.399 2.329 -3.840  0.079
30 H 2.509 -1.361 -4.389  0.070
31 H -0.199 -0.020 -3.811  0.123
32 H 0.717 -1.457 -3.198  0.128
33 H -0.781 -2.664 -1.232  0.080
34 H -0.503 -3.778 0.098  0.088
35 H -0.266 -4.307 -1.548  0.079
36 H 0.923 1.823 2.304  0.120
37 H 1.415 1.293 4.723  0.115
38 H 1.294 -1.022 5.481  0.115
39 H 0.203 -2.350 1.765  0.108
40 H -0.226 3.364 0.321  0.112
41 H -2.162 -0.196 2.700  0.087
42 H -3.766 -0.105 2.051  0.096
43 H -2.472 -0.533 0.971  0.090
44 H -4.602 2.162 1.580  0.096
45 H -4.160 1.282 0.138  0.092
46 H -3.638 2.962 0.329  0.088
47 H -0.656 3.083 -2.365  -0.087

The charge is +1. Its multiplicity is 1. For the largest force on an atom, the calculation gives 1.529 eV Å⁻¹. For the total energy, the calculation gives -6542.23735 hartree. Its HOMO-LUMO gap is 0.331 Ha.

No. 4
Density functional theory data (wB97M-V/def2-TZVPD) for C23H26N2O5 in the gas phase in a non-equilibrium geometry.

Last column: Löwdin charge in e.
Atoms and positions in Å:
1 C -9.039 -0.497 0.007  -0.065
2 C -7.615 -0.787 0.453  -0.264
3 O -6.742 -0.160 -0.466  -0.050
4 C -5.402 -0.290 -0.298  -0.268
5 C -4.788 -0.983 0.740  -0.002
6 C -3.407 -1.048 0.814  0.004
7 C -2.623 -0.431 -0.147  -0.205
8 C -3.232 0.260 -1.191  -0.007
9 C -4.605 0.333 -1.262  0.006
10 H -5.091 0.864 -2.065  0.119
11 H -2.626 0.730 -1.951  0.122
12 N -1.205 -0.493 -0.081  0.053
13 C -0.502 0.664 -0.219  0.022
14 C 0.852 0.726 -0.211  -0.072
15 C 1.596 -0.502 -0.138  -0.109
16 C 2.986 -0.579 -0.279  0.041
17 C 3.671 -1.777 -0.215  -0.169
18 C 2.949 -2.977 0.008  -0.179
19 C 1.571 -2.903 0.110  0.084
20 C 0.878 -1.696 0.030  -0.062
21 C -0.582 -1.731 0.088  -0.351
22 O -1.233 -2.747 0.241  0.079
23 H 1.012 -3.814 0.248  0.136
24 O 3.453 -4.234 0.125  -0.060
25 C 4.830 -4.504 0.004  -0.074
26 H 5.415 -3.992 0.771  0.094
27 H 5.212 -4.233 -0.983  0.095
28 H 4.917 -5.582 0.141  0.094
29 O 5.030 -1.858 -0.360  -0.107
30 C 5.758 -0.688 -0.639  -0.072
31 H 6.794 -1.010 -0.740  0.098
32 H 5.431 -0.222 -1.573  0.101
33 H 5.686 0.038 0.178  0.096
34 H 3.526 0.333 -0.475  0.097
35 C 1.476 2.081 -0.289  -0.457
36 O 1.084 2.932 -1.064  0.071
37 N 2.481 2.267 0.602  0.086
38 H 2.634 1.541 1.283  0.141
39 C 3.213 3.518 0.768  -0.399
40 C 3.947 3.871 -0.524  -0.054
41 H 4.631 3.073 -0.807  0.070
42 H 3.225 4.014 -1.322  0.074
43 H 4.516 4.787 -0.391  0.077
44 C 2.274 4.645 1.194  -0.056
45 H 1.537 4.815 0.414  0.074
46 H 2.837 5.560 1.356  0.076
47 H 1.757 4.382 2.115  0.078
48 H 3.947 3.339 1.563  0.138
49 H -1.088 1.567 -0.301  0.145
50 H -2.941 -1.590 1.621  0.120
51 H -5.370 -1.477 1.501  0.105
52 H -7.434 -1.870 0.466  0.126
53 H -7.446 -0.389 1.464  0.125
54 H -9.199 -0.886 -0.995  0.078
55 H -9.213 0.575 -0.007  0.077
56 H -9.743 -0.965 0.689  0.075

The charge is 0. Its energy above the lowest of the compared OMol25 structures with the same formula, charge and spin is 56.9 kcal per mole. Its multiplicity is 1. For the largest force on an atom, the calculation gives 1.078 eV Å⁻¹. As for the SMILES: CCOc1ccc(-n2cc(C(=O)NC(C)C)c3cc(OC)c(OC)cc3c2=O)cc1. For the total energy, the calculation gives -1377.76516 hartree. Its HOMO-LUMO gap is 0.300 Ha.

No. 5
Density functional theory data (wB97M-V/def2-TZVPD) for a molecular structure, C28H24N2O4 in a non-equilibrium geometry.

Last column: Löwdin charge in e.
Atoms and positions in Å:
1 C -1.743 3.692 0.872  -0.035
2 O -1.251 2.333 0.907  -0.122
3 C -0.834 1.807 2.102  -0.194
4 C -1.085 0.449 2.271  -0.048
5 N -1.686 -0.291 1.199  0.041
6 C -1.363 -0.251 -0.115  -0.090
7 N -2.376 -0.768 -0.797  -0.052
8 C -2.567 -0.853 -2.225  -0.007
9 C -3.363 -1.218 0.116  -0.007
10 C -2.931 -0.922 1.333  -0.006
11 C -0.999 -0.134 3.544  -0.206
12 O -1.404 -1.427 3.635  -0.095
13 C -1.349 -2.121 4.912  -0.036
14 C -0.478 0.617 4.619  -0.014
15 C -0.204 1.966 4.425  -0.074
16 C -0.367 2.579 3.184  -0.013
17 H -2.059 3.826 -0.162  0.082
18 H -2.589 3.830 1.563  0.106
19 H -0.931 4.394 1.105  0.092
20 H -2.673 0.146 -2.689  0.103
21 H -1.710 -1.367 -2.675  0.103
22 H -3.472 -1.457 -2.426  0.097
23 H -4.278 -1.714 -0.160  0.123
24 H -3.309 -1.140 2.310  0.125
25 H -1.597 -3.161 4.692  0.093
26 H -0.346 -2.078 5.365  0.094
27 H -2.090 -1.718 5.619  0.098
28 H -0.322 0.143 5.582  0.102
29 H 0.155 2.557 5.269  0.111
30 H -0.147 3.632 3.039  0.108
31 C 5.375 -3.082 -1.130  -0.074
32 C 4.805 -1.985 -1.790  -0.003
33 C 3.556 -1.510 -1.378  -0.093
34 C 2.916 -2.080 -0.273  -0.101
35 C 3.490 -3.148 0.410  -0.010
36 C 4.711 -3.666 -0.036  -0.076
37 C 1.593 -1.437 -0.057  -0.293
38 O 0.808 -1.600 0.883  0.072
39 C 1.381 -0.534 -1.212  -0.080
40 C 0.151 0.034 -1.436  -0.031
41 C -0.050 0.922 -2.581  -0.229
42 C 0.345 0.535 -3.884  -0.048
43 C -0.051 1.279 -4.993  -0.086
44 C -0.698 2.507 -4.838  -0.114
45 C -0.983 2.969 -3.548  -0.098
46 C -0.644 2.194 -2.435  -0.044
47 C 2.672 -0.469 -1.977  -0.293
48 O 3.015 0.248 -2.908  0.079
49 H 6.342 -3.485 -1.447  0.103
50 H 5.303 -1.535 -2.644  0.115
51 H 2.950 -3.588 1.243  0.114
52 H 5.164 -4.518 0.472  0.100
53 H -0.495 0.516 -0.288  0.132
54 H 0.915 -0.381 -4.036  0.114
55 H 0.143 0.892 -5.988  0.100
56 H -1.004 3.087 -5.714  0.095
57 H -1.497 3.919 -3.403  0.095
58 H -0.840 2.566 -1.427  0.077

The charge is 0. Its energy above the lowest of the compared OMol25 structures with the same formula, charge and spin is 136.0 kcal per mole. Its multiplicity is 1. For the largest force on an atom, the calculation gives 6.199 eV Å⁻¹. For the total energy, the calculation gives -1491.60728 hartree. Its HOMO-LUMO gap is 0.208 Ha.

No. 6
Density functional theory data (wB97M-V/def2-TZVPD) for a gas-phase ion, C13H26N5O4 (charge +1) in a non-equilibrium geometry.

Last column: Löwdin charge in e.
Atoms and positions in Å:
1 O -1.239 0.728 2.988  -0.017
2 O -5.036 1.608 -0.391  0.066
3 O -0.854 -1.483 0.628  0.016
4 O 1.630 0.815 -2.777  0.045
5 C -2.435 0.498 2.656  -0.452
6 C -3.940 1.799 -0.858  -0.557
7 C -0.832 -0.377 0.040  -0.406
8 C 1.759 -0.403 -2.703  -0.421
9 N -3.671 3.014 -1.307  0.187
10 N 2.406 -1.147 -3.638  0.031
11 N -2.818 0.386 1.384  0.126
12 N 0.145 -0.116 -0.823  0.135
13 C -3.548 0.288 3.678  0.026
14 C 2.982 -0.648 -4.890  -0.037
15 C 3.155 -0.513 0.147  -0.170
16 C 2.689 0.315 1.380  -0.156
17 C -2.817 0.735 -1.021  -0.029
18 C 2.188 -1.536 -0.405  -0.141
19 C 2.326 -0.497 2.618  -0.146
20 C -1.952 0.683 0.253  -0.189
21 C 1.125 -1.058 -1.418  -0.163
22 N 0.917 -0.895 2.716  0.209
23 H -4.373 3.703 -1.085  0.132
24 H -2.871 3.175 -1.859  0.097
25 H 2.508 -2.147 -3.490  0.144
26 H -3.739 0.049 1.222  0.142
27 H 0.109 0.795 -1.294  0.144
28 H -4.059 -0.616 3.456  0.074
29 H -3.127 0.289 4.714  0.105
30 H -4.240 1.145 3.604  0.103
31 H 3.245 0.405 -4.815  0.092
32 H 2.286 -0.785 -5.676  0.074
33 H 3.872 -1.244 -5.129  0.095
34 H 4.058 -1.021 0.430  0.108
35 H 3.491 0.181 -0.637  0.124
36 H 3.535 0.921 1.659  0.113
37 H 1.871 0.992 1.112  0.117
38 H -3.264 -0.240 -1.219  0.142
39 H -2.211 1.009 -1.868  0.112
40 H 1.662 -2.008 0.413  0.093
41 H 2.766 -2.353 -0.844  0.124
42 H 2.603 0.076 3.508  0.138
43 H 2.970 -1.366 2.613  0.131
44 H -1.485 1.656 0.412  0.162
45 H 0.604 -1.940 -1.756  0.148
46 H 0.531 -1.300 1.889  0.082
47 H 0.782 -1.470 3.498  0.152
48 H 0.297 -0.103 2.885  0.098

The charge is +1. Its energy above the lowest of the compared OMol25 structures with the same formula, charge and spin is 0.0 kcal per mole. Its multiplicity is 1. For the largest force on an atom, the calculation gives 2.539 eV Å⁻¹. As for the SMILES: CNC(=O)[C@@H](CCCC[NH3+])NC(=O)[C@@H](CC(N)=O)NC(C)=O. For the total energy, the calculation gives -1085.57995 hartree. Its HOMO-LUMO gap is 0.380 Ha.